{
  "formula": "C22H32BNO7PdSSe2Si",
  "method": "wB97M-V/def2-TZVPD",
  "elements": ["Pd", "C", "Se", "C", "C", "Se", "C", "H", "H", "H", "H", "H", "H", "H", "H", "H", "H", "C", "C", "C", "C", "C", "C", "C", "S", "O", "O", "N", "C", "C", "O", "O", "H", "H", "H", "H", "H", "H", "H", "H", "H", "O", "B", "O", "C", "C", "C", "C", "C", "C", "H", "H", "H", "H", "C", "Si", "C", "C", "O", "H", "H", "H", "H", "H", "H", "H", "H", "H"],
  "coordinates": [[-0.672, -0.103, -0.598], [-4.470, 3.717, -0.693], [-2.596, 3.186, -0.840], [-2.945, 1.872, -2.223], [-3.824, 0.698, -1.850], [-3.025, -0.585, -0.579], [-3.463, -2.164, -1.626], [-4.829, 4.016, -1.679], [-4.512, 4.568, -0.023], [-5.058, 2.892, -0.297], [-1.962, 1.550, -2.552], [-3.411, 2.476, -3.009], [-3.992, 0.120, -2.759], [-4.797, 1.000, -1.466], [-2.953, -2.126, -2.585], [-4.542, -2.204, -1.752], [-3.112, -3.022, -1.060], [7.913, 0.292, 0.476], [6.438, 0.009, 0.560], [5.746, -0.505, -0.535], [4.384, -0.741, -0.468], [3.701, -0.468, 0.710], [4.368, 0.039, 1.812], [5.733, 0.273, 1.730], [1.957, -0.767, 0.775], [1.712, -2.112, 0.282], [1.559, -0.497, 2.138], [1.349, 0.234, -0.312], [1.600, 1.653, 0.002], [0.407, 2.562, -0.293], [0.326, 3.668, 0.225], [-0.488, 2.080, -1.100], [8.377, -0.269, -0.335], [8.418, 0.031, 1.406], [8.093, 1.353, 0.291], [6.283, -0.724, -1.450], [3.843, -1.142, -1.316], [3.814, 0.234, 2.720], [6.260, 0.664, 2.593], [2.441, 2.040, -0.584], [1.842, 1.814, 1.055], [-0.917, -3.096, -0.157], [-0.300, -2.024, -0.837], [0.257, -2.477, -2.045], [0.134, -3.840, -2.007], [0.592, -4.767, -2.913], [0.320, -6.109, -2.637], [-0.382, -6.484, -1.500], [-0.843, -5.533, -0.587], [-0.568, -4.216, -0.869], [1.143, -4.464, -3.793], [0.669, -6.871, -3.322], [-0.570, -7.532, -1.312], [-1.381, -5.814, 0.308], [-3.799, 1.605, 3.026], [-2.441, 2.590, 2.225], [-0.771, 2.110, 2.830], [-2.705, 4.430, 2.385], [-2.642, 2.170, 0.564], [-3.823, 1.801, 4.101], [-3.630, 0.535, 2.885], [-4.780, 1.852, 2.614], [-0.723, 2.281, 3.911], [-0.003, 2.724, 2.358], [-0.532, 1.060, 2.657], [-2.431, 4.737, 3.398], [-3.737, 4.737, 2.222], [-2.049, 4.981, 1.704]],
  "e_homo_ev": -7.97,
  "total_charge": 0,
  "orbital_gap_ha": 0.2865,
  "energy_ha": -7082.3537
}